{
  "formula": "C49H49F5NO3P2SiTaTe2",
  "method": "ωB97M-V with the def2-TZVPD basis set",
  "symbols": ["Ta", "Te", "C", "C", "C", "N", "C", "C", "C", "P", "C", "C", "C", "C", "C", "C", "C", "C", "C", "C", "C", "C", "P", "C", "C", "C", "C", "C", "C", "C", "C", "C", "C", "C", "C", "H", "H", "H", "H", "H", "H", "H", "H", "H", "H", "H", "H", "H", "H", "H", "H", "H", "H", "H", "H", "H", "H", "H", "H", "F", "Te", "F", "F", "F", "F", "O", "C", "C", "C", "C", "Si", "O", "C", "C", "C", "C", "C", "C", "C", "C", "C", "C", "C", "C", "H", "H", "H", "H", "H", "H", "H", "H", "H", "H", "H", "H", "H", "H", "H", "H", "H", "H", "H", "C", "O", "C", "C", "H", "H", "H", "H", "H", "H"],
  "coordinates": [[-0.768, 0.450, -1.706], [-1.354, -2.485, 1.558], [-0.228, -4.093, 2.457], [0.845, -3.964, 3.325], [1.281, -5.100, 3.985], [0.880, -6.347, 3.793], [-0.195, -6.453, 2.952], [-0.712, -5.393, 2.265], [0.013, -1.907, 0.143], [0.807, -0.360, 0.624], [2.622, -0.444, 0.711], [3.190, -1.563, 1.304], [4.588, -1.862, 1.275], [5.451, -0.811, 1.072], [4.962, 0.495, 0.705], [3.499, 0.700, 0.407], [0.425, 0.160, 2.325], [1.426, 0.468, 3.285], [1.171, 0.536, 4.653], [-0.132, 0.376, 5.086], [-1.179, 0.268, 4.180], [-0.920, 0.224, 2.808], [-0.250, -2.692, -1.460], [1.110, -3.897, -1.619], [2.055, -4.071, -0.603], [3.005, -5.107, -0.642], [3.122, -5.861, -1.837], [2.231, -5.634, -2.927], [1.259, -4.659, -2.770], [-1.594, -3.961, -1.442], [-1.532, -5.387, -1.578], [-2.691, -6.158, -1.808], [-3.963, -5.575, -1.933], [-4.063, -4.203, -1.782], [-2.909, -3.408, -1.570], [1.281, -2.980, 3.465], [2.076, -4.962, 4.730], [-0.567, -7.444, 2.723], [-1.604, -5.535, 1.576], [2.513, -2.348, 1.711], [4.933, -2.867, 1.545], [6.504, -0.958, 1.303], [5.518, 1.403, 0.964], [3.065, 1.643, 0.721], [2.438, 0.623, 2.913], [2.005, 0.635, 5.415], [-0.437, 0.280, 6.127], [-2.205, 0.256, 4.544], [-1.763, 0.261, 2.069], [2.124, -3.370, 0.242], [3.710, -5.307, 0.169], [3.874, -6.623, -1.886], [2.283, -6.244, -3.827], [0.522, -4.572, -3.531], [-0.580, -5.882, -1.565], [-2.719, -7.214, -1.806], [-4.821, -6.243, -2.087], [-5.014, -3.651, -1.763], [-3.082, -2.340, -1.393], [-2.325, -0.399, -1.005], [-0.315, -0.189, -6.209], [-0.477, -1.835, -7.062], [-1.283, 0.574, -7.582], [1.175, 0.199, -7.281], [-1.771, 1.086, -3.135], [0.889, 0.214, -2.499], [-0.383, 4.401, -2.416], [-1.692, 4.524, -1.641], [-1.837, 5.957, -1.194], [-2.920, 4.213, -2.445], [-1.673, 3.299, -0.083], [-0.738, 2.122, -0.469], [-3.542, 3.008, 0.503], [-4.313, 4.080, 1.120], [-5.650, 3.949, 1.302], [-6.298, 2.756, 1.028], [-5.580, 1.660, 0.560], [-4.217, 1.781, 0.326], [-0.768, 4.316, 1.227], [-1.283, 4.396, 2.525], [-0.880, 5.442, 3.356], [0.276, 6.125, 3.067], [0.955, 5.892, 1.871], [0.450, 4.980, 0.957], [-0.457, 5.018, -3.315], [-0.143, 3.418, -2.764], [0.477, 4.726, -1.839], [-1.907, 6.536, -2.141], [-1.085, 6.298, -0.517], [-2.795, 6.101, -0.678], [-2.991, 4.782, -3.358], [-3.865, 4.376, -1.949], [-2.955, 3.197, -2.776], [-3.863, 5.042, 1.472], [-6.170, 4.828, 1.754], [-7.397, 2.654, 1.172], [-6.036, 0.701, 0.339], [-3.677, 0.923, -0.044], [-2.077, 3.719, 2.935], [-1.437, 5.708, 4.287], [0.640, 6.817, 3.809], [1.849, 6.460, 1.608], [1.014, 4.753, 0.060], [4.596, 2.724, -2.384], [4.631, 2.121, -1.050], [4.422, 0.784, -0.771], [4.510, -0.230, -1.814], [3.915, 2.194, -3.074], [5.643, 2.738, -2.773], [4.185, 3.758, -2.280], [5.543, -0.483, -2.043], [4.081, 0.101, -2.782], [4.044, -1.161, -1.502]],
  "lumo_ev": [-3.65, -3.67],
  "total_energy_ev": -115417.984,
  "e_homo_ev": [-6.2, -6.2],
  "gap_ev": [2.6, 2.6]
}

***

{
  "formula": "C49H49I3N6O6P2PbS2Se",
  "method": "ωB97M-V with the def2-TZVPD basis set",
  "symbols": ["Pb", "O", "C", "O", "C", "P", "C", "C", "C", "C", "C", "C", "C", "C", "C", "C", "C", "C", "H", "H", "H", "H", "H", "H", "H", "H", "H", "H", "H", "H", "N", "C", "C", "C", "C", "C", "C", "C", "C", "C", "C", "C", "C", "H", "H", "H", "H", "H", "H", "H", "H", "H", "H", "I", "I", "N", "C", "C", "C", "C", "C", "N", "H", "H", "H", "H", "H", "H", "Se", "N", "C", "C", "C", "C", "N", "C", "N", "H", "H", "H", "C", "C", "C", "O", "P", "S", "S", "O", "C", "C", "C", "H", "H", "H", "H", "H", "H", "H", "H", "H", "H", "H", "H", "H", "H", "I", "C", "C", "C", "C", "C", "C", "C", "O", "O", "H", "H", "H", "H"],
  "coordinates": [[-0.321, 0.238, 0.166], [3.294, -3.338, -1.056], [2.515, -2.409, -1.230], [1.743, -1.852, -0.428], [2.442, -1.769, -2.668], [2.005, -0.012, -2.334], [1.667, 0.632, -4.035], [2.087, 0.020, -5.210], [1.795, 0.589, -6.437], [1.089, 1.779, -6.512], [0.661, 2.395, -5.347], [0.944, 1.817, -4.124], [3.695, 0.689, -2.176], [4.692, -0.013, -1.503], [5.930, 0.563, -1.287], [6.192, 1.847, -1.734], [5.205, 2.554, -2.401], [3.964, 1.986, -2.609], [1.613, -2.250, -3.197], [3.374, -1.918, -3.220], [2.642, -0.907, -5.172], [2.126, 0.102, -7.346], [0.865, 2.223, -7.475], [0.090, 3.314, -5.397], [0.570, 2.271, -3.217], [4.501, -1.011, -1.139], [6.693, 0.008, -0.758], [7.159, 2.298, -1.556], [5.401, 3.559, -2.755], [3.195, 2.552, -3.117], [-2.510, -0.798, 1.089], [-3.538, 0.158, 1.119], [-4.674, 0.026, 0.331], [-5.674, 0.980, 0.371], [-5.548, 2.076, 1.206], [-4.414, 2.216, 1.984], [-3.392, 1.274, 1.951], [-2.182, 1.505, 2.763], [-2.362, 1.868, 4.096], [-1.292, 2.234, 4.888], [-0.035, 2.314, 4.320], [0.140, 1.918, 3.002], [-0.895, 1.447, 2.195], [-2.746, -1.660, 0.605], [-2.176, -1.010, 2.023], [-4.756, -0.825, -0.331], [-6.554, 0.880, -0.251], [-6.312, 2.840, 1.227], [-4.304, 3.090, 2.613], [-3.356, 1.840, 4.525], [-1.443, 2.467, 5.934], [0.813, 2.658, 4.903], [1.140, 1.981, 2.588], [0.780, -1.576, 2.161], [-1.146, -3.398, 3.319], [-0.885, 3.786, -0.290], [0.412, 3.708, 0.063], [1.118, 4.839, 0.519], [2.460, 4.727, 0.805], [3.089, 3.501, 0.618], [2.324, 2.449, 0.159], [1.027, 2.528, -0.102], [-1.468, 4.555, -0.006], [-1.351, 2.935, -0.576], [0.595, 5.778, 0.634], [3.018, 5.587, 1.157], [4.136, 3.350, 0.825], [2.783, 1.486, 0.011], [-2.866, -5.144, -0.125], [-2.354, -5.429, -1.798], [-1.871, -4.288, -2.279], [-1.373, -4.059, -3.575], [-0.937, -2.793, -3.865], [-0.984, -1.784, -2.879], [-1.454, -1.949, -1.673], [-1.903, -3.171, -1.357], [-2.439, -3.455, -0.177], [-1.346, -4.866, -4.293], [-0.553, -2.546, -4.846], [-0.632, -0.787, -3.106], [-2.330, 5.823, -4.849], [-1.890, 5.133, -3.560], [-0.443, 5.469, -3.210], [-2.034, 3.734, -3.705], [-3.087, 2.832, -2.806], [-4.138, 3.998, -1.624], [-2.075, 1.251, -2.108], [-4.137, 2.306, -3.930], [-3.926, 1.685, -5.189], [-2.665, 0.839, -5.269], [-3.950, 2.757, -6.278], [-2.185, 6.897, -4.754], [-3.380, 5.619, -5.043], [-1.736, 5.456, -5.685], [-2.545, 5.464, -2.739], [0.212, 5.329, -4.067], [-0.105, 4.817, -2.412], [-0.379, 6.503, -2.879], [-4.807, 1.036, -5.315], [-1.800, 1.454, -5.042], [-2.573, 0.427, -6.272], [-2.700, 0.023, -4.552], [-3.054, 3.365, -6.218], [-4.818, 3.394, -6.122], [-4.008, 2.306, -7.267], [4.554, -0.366, 8.333], [4.094, -0.325, 6.262], [5.090, -0.609, 5.345], [4.795, -0.537, 3.997], [3.517, -0.196, 3.566], [2.534, 0.075, 4.509], [2.817, 0.009, 5.863], [3.309, 0.072, 2.089], [4.244, 0.596, 1.498], [2.179, -0.154, 1.555], [6.089, -0.865, 5.672], [5.567, -0.713, 3.260], [1.546, 0.386, 4.206], [2.039, 0.232, 6.581]],
  "lumo_ev": 2.68,
  "total_charge": -2,
  "total_energy_ev": -207985.020,
  "de_lowest_ev": 0.000,
  "e_homo_ev": -2.7,
  "gap_ev": 5.3
}

***

What is the formula in the second record? C49H49I3N6O6P2PbS2Se